P:
ORCA calculation (the ωB97M-V functional and the def2-TZVPD basis) on a 3-piece molecular cluster, C3H14NO2 overall.

Values from the calculation:
* HOMO energy: -16.093 eV
* lowest unoccupied orbital energy: -0.1084 Eh
* Kohn-Sham gap: 0.4830 Ha
* charge: +1

Last column: natural (NBO) charge in e.
CARTESIAN COORDINATES (ANGSTROEM)
C: 0.462 -0.586 -1.790  -0.6378
C: 1.018 0.106 -0.541  -0.2177
N: -0.077 0.236 0.474  -0.5489
C: 0.393 0.641 1.810  -0.4314
H: -0.538 -0.263 -2.106  0.2314
H: 1.156 -0.404 -2.598  0.2502
H: 0.385 -1.660 -1.584  0.2148
H: 1.862 -0.462 -0.156  0.2315
H: 1.341 1.128 -0.759  0.2119
H: -0.453 -0.716 0.592  0.4592
H: -0.861 0.860 0.161  0.4729
H: 1.217 1.335 1.753  0.2305
H: 0.615 -0.266 2.367  0.2295
H: -0.404 1.103 2.412  0.2413
H: -0.948 2.348 -1.472  0.4781
H: -2.100 2.954 -0.788  0.5017
O: -1.719 2.081 -0.950  -0.9483
H: -0.838 -2.962 0.386  0.4895
H: 0.149 -2.935 1.557  0.4920
O: -0.662 -2.537 1.231  -0.9503

---

Q:
ORCA calculation (the ωB97M-V functional and the def2-TZVPD basis) on a 3-piece molecular cluster, C3H14NO2 overall.

Values from the calculation:
* HOMO energy: -15.576 eV
* lowest unoccupied orbital energy: -0.1032 Eh
* Kohn-Sham gap: 0.4692 Ha
* charge: +1

Last column: natural (NBO) charge in e.
CARTESIAN COORDINATES (ANGSTROEM)
C: 1.731 0.387 1.574  -0.6457
C: 0.825 0.993 0.531  -0.2126
N: -0.044 -0.051 -0.138  -0.5031
C: -0.863 0.457 -1.286  -0.4018
H: 1.202 0.114 2.483  0.2299
H: 2.420 1.199 1.839  0.2562
H: 2.356 -0.412 1.206  0.2283
H: 1.326 1.517 -0.270  0.2203
H: 0.129 1.722 0.945  0.2209
H: 0.534 -0.846 -0.420  0.4430
H: -0.658 -0.372 0.617  0.4491
H: -0.174 1.076 -1.855  0.2245
H: -1.197 -0.366 -1.900  0.2461
H: -1.659 1.054 -0.849  0.2328
H: -3.564 -0.524 1.874  0.4992
H: -2.360 0.088 2.581  0.4823
O: -2.640 -0.291 1.729  -0.9754
H: 1.641 -1.988 -2.720  0.4897
H: 0.241 -2.152 -3.276  0.4929
O: 0.753 -1.605 -2.667  -0.9766

---

Energies, relative to the best one, in kJ/mol: P 6.3; Q 0.0.